{"formula": "C21H27AlIN2", "method": "ωB97M-V/def2-TZVPD", "lumo_ev": 2.6, "total_charge": -1, "e_tot_ha": -1465.70553, "largest_force_ev_per_a": 4.94, "e_homo_ev": -4.526, "de_lowest_kj_mol": 952.56, "spin_multiplicity": 1, "homo_lumo_gap_ev": 7.08, "symbols": ["C", "C", "C", "I", "Al", "C", "C", "C", "C", "C", "C", "C", "C", "H", "H", "H", "H", "H", "H", "H", "H", "H", "H", "H", "H", "H", "H", "H", "H", "H", "N", "C", "C", "C", "C", "C", "H", "H", "H", "H", "H", "N", "C", "C", "C", "C", "C", "H", "H", "H", "H", "H"], "positions_angstrom": [[1.0531, -1.6435, 2.1795], [-0.3157, -1.9382, 1.3102], [-0.1509, -1.6537, -0.3100], [-0.5699, 0.4274, -0.8964], [1.6859, -2.2270, -1.0475], [3.2511, -1.0317, -0.4737], [3.3743, 0.3904, -1.2829], [3.0849, 0.4536, -2.8989], [3.2578, 1.8892, -3.6828], [3.7183, 3.2469, -2.8235], [4.0234, 3.1440, -1.1834], [4.5213, 4.5401, -0.4542], [3.8404, 1.7131, -0.3893], [1.4311, -0.5670, 1.9089], [0.8590, -1.6540, 3.3535], [1.9423, -2.3829, 1.9252], [-0.5820, -3.0766, 1.4815], [-1.1462, -1.2021, 1.7191], [-0.9818, -2.3199, -0.8467], [1.9753, -3.6785, -0.4038], [1.6882, -2.4282, -2.6310], [3.2777, -0.8540, 0.6919], [4.2476, -1.6401, -0.7228], [2.7839, -0.5553, -3.4256], [3.0398, 1.8917, -4.8394], [3.8551, 4.2642, -3.4133], [5.3327, 5.0351, -1.1767], [3.5953, 5.2364, -0.2698], [5.0322, 4.2068, 0.5688], [4.0449, 1.6697, 0.7816], [-2.2492, -2.2967, 3.9378], [-2.9008, -3.4529, 3.6848], [-2.9389, -4.5241, 4.5630], [-2.2651, -4.4066, 5.7741], [-1.5833, -3.2288, 6.0626], [-1.6058, -2.2114, 5.1224], [-3.4084, -3.4972, 2.7256], [-3.4804, -5.4282, 4.3087], [-2.2713, -5.2257, 6.4872], [-1.0481, -3.1062, 6.9974], [-1.0918, -1.2714, 5.3026], [-3.1759, 3.5674, -2.5750], [-4.2173, 4.1213, -3.2339], [-5.1332, 3.3944, -3.9775], [-4.9713, 2.0151, -4.0550], [-3.9073, 1.4157, -3.3889], [-3.0456, 2.2262, -2.6674], [-4.2990, 5.2007, -3.1455], [-5.9525, 3.8915, -4.4841], [-5.6685, 1.4122, -4.6296], [-3.7533, 0.3434, -3.4301], [-2.2022, 1.8053, -2.1273]], "mulliken_charge": [-0.71, -0.31, -0.44, -0.05, 0.58, -0.60, 0.44, -0.32, -0.44, -0.48, 0.52, -0.90, -0.51, 0.15, 0.19, 0.17, 0.14, 0.26, 0.34, -0.42, -0.39, 0.20, 0.24, 0.18, 0.24, 0.20, 0.27, 0.23, 0.27, 0.11, -0.35, -0.17, -0.47, -0.11, -0.47, -0.24, 0.37, 0.35, 0.34, 0.34, 0.41, -0.50, -0.21, -0.34, -0.27, -0.42, 0.28, 0.35, 0.34, 0.35, 0.36, -0.11]}